Entry 1:
Entry from the Open Molecules 2025 dataset: the ion C5H13N2 with charge +1 at a distorted geometry (ωB97M-V/def2-TZVPD).

## Properties
Structure (SMILES) ... CN/C=C/CC[NH3+]
Net charge ... +1

Element x y z (Å)
1 C -0.88507 -1.87374 -0.99820
2 H 0.74830 1.85544 1.64130
3 H -1.85337 -0.76654 0.47216
4 C 0.51348 -0.46984 0.57177
5 H 0.86213 0.82237 -1.04352
6 H -0.98667 -1.07485 -1.72781
7 H 1.47102 2.91203 -0.96827
8 H 0.65581 -2.62962 0.33487
9 H -2.92725 -1.53743 -0.53310
10 C 1.24671 3.09273 0.07241
11 H 0.66280 4.00102 0.21604
12 H -2.15991 -2.40161 0.62217
13 N 0.53893 1.94914 0.65692
14 H -1.04345 -2.84105 -1.46340
15 H 0.15516 -0.55177 1.59638
16 C 0.63209 0.74095 0.01370
17 C 0.43682 -1.73920 -0.24958
18 H 1.18753 -1.66788 -1.03898
19 H 2.18035 3.30146 0.60210
20 N -2.03790 -1.63740 -0.04312



Entry 2:
Entry from the Open Molecules 2025 dataset: a structure of composition C40H34Cl2F6N5O3PSY at a distorted geometry (ωB97M-V/def2-TZVPD).

## Properties
Net charge ... +1

Element x y z (Å)
1 N -2.13943 -1.59575 -0.45271
2 C 1.82604 2.39036 5.77829
3 C 0.98891 -3.61917 2.92567
4 C 0.70591 -0.24383 -4.37464
5 H -4.09235 2.99426 0.17420
6 N 1.06241 -0.97930 4.46072
7 C 4.03918 -1.81289 -0.39241
8 H -4.84846 1.40430 0.32198
9 F -3.61546 0.82849 3.51544
10 H 1.66329 0.52402 6.84348
11 O -2.22110 0.99470 0.27503
12 F -2.73748 3.73455 2.38115
13 H 1.08154 -0.93764 -3.63586
14 S 0.59310 -4.80077 1.76029
15 C -3.24827 -3.03064 -2.08998
16 C 1.23963 0.98548 3.46695
17 H -1.51433 2.28246 -4.74825
18 H 2.02978 2.97123 6.66756
19 H -3.81173 -2.50421 -5.38054
20 H -0.51845 2.30559 -6.98496
21 C -3.20052 0.43086 2.31657
22 H -4.03172 1.02685 -3.03950
23 Cl 4.29286 2.19204 0.65433
24 F -1.13158 3.09015 1.07340
25 H 1.25278 0.68594 -7.58159
26 C -4.27766 2.16338 0.85303
27 H -1.81256 5.28300 -1.84751
28 F -2.04454 -0.29547 2.48742
29 P -1.14568 0.47134 -2.40703
30 C -2.26649 -0.93475 -2.79029
31 C 1.56536 -1.96481 -1.46522
32 H -4.22227 -4.18315 -3.60614
33 C -3.54515 1.95813 -2.77728
34 C -0.74160 1.56615 -4.98908
35 C -3.68688 -3.27049 -3.38006
36 C 0.83366 -1.11073 3.13644
37 O 1.26699 2.00812 0.33112
38 H 2.05958 -0.92365 -5.88838
39 C -2.20160 1.96380 -2.42538
40 H 5.01285 -1.70141 0.06659
41 C 1.60390 1.03527 5.89154
42 C 1.51947 2.34975 3.36660
43 C -2.73677 -1.18450 -4.07980
44 C -3.45207 -2.33191 -4.37505
45 C 0.60915 -2.38557 2.48267
46 C -4.26364 3.14614 -2.78969
47 C 1.98057 1.98703 -0.73059
48 C 1.32768 0.35061 4.71387
49 H 0.55710 -2.00765 -1.86835
50 H 1.51807 2.83979 2.40514
51 C -0.17592 1.58204 -6.25648
52 Cl 4.13900 2.85525 -2.17963
53 H 1.48992 -3.89473 3.83995
54 C 3.84812 -2.69332 -1.45353
55 C -2.94528 1.56297 1.28438
56 O 1.69938 1.33730 -1.73032
57 H -2.54148 -0.70317 -0.14523
58 C -0.31875 0.63803 -4.03940
59 C 0.81915 0.67726 -6.59031
60 C 4.96296 -3.54676 -1.97165
61 C 3.26979 2.83431 -0.65502
62 H -3.45238 -3.74625 -1.29968
63 N 0.89646 0.04193 2.49501
64 H 4.74481 -3.91916 -2.97056
65 C -2.30182 4.35180 -2.10355
66 C 1.26625 -0.22980 -5.64060
67 H -5.31001 3.14057 -3.06765
68 C 2.56435 -2.75543 -1.99224
69 C -0.04243 -3.56907 0.75308
70 H -4.84344 2.51530 1.71484
71 H -0.46498 -3.79836 -0.21555
72 H -2.44004 -2.32351 0.18108
73 N 0.02548 -2.37362 1.24444
74 C -2.06456 2.66740 1.95644
75 F -1.38558 2.18430 3.01420
76 C 2.97945 -1.06143 0.07570
77 H -4.22115 5.25891 -2.45156
78 C -1.58381 3.16772 -2.08914
79 H 5.89878 -2.98991 -1.99501
80 Y -0.11014 0.30927 0.23142
81 H 2.00320 4.09285 4.48940
82 C -3.64679 4.34160 -2.45033
83 H 3.02905 3.85432 -0.37404
84 C -2.56364 -1.85902 -1.77860
85 H 3.11547 -0.37623 0.90196
86 H -2.51738 -0.47671 -4.86906
87 H 5.10817 -4.40566 -1.31305
88 H 2.34419 -3.41167 -2.82475
89 H 1.01445 -1.71745 5.14156
90 C 1.79944 3.03116 4.53051
91 N 1.75091 -1.12308 -0.44399
92 H -0.53056 3.17512 -1.82710
93 F -4.10281 -0.44247 1.83676



HOMO energy values, unit eV, following the record order: -11.76 -10.94.
Energy above the lowest of the compared OMol25 structures with the same formula, charge and spin values, unit kJ/mol, following the record order: 180.12 161.80.
Energy values, unit eV, following the record order: -8368.9435 -118145.1545.